Entry from the OMol25 dataset: a gas-phase ion, C5H13N2S (charge -1) (the ωB97M-V functional and the def2-TZVPD basis).

Output
- Charge: -1
- SMILES: CCN[C@H](CN)C[S-]
- HOMO energy: -0.093 Eh
- Frontier orbital gap: 6.3 eV

Cartesian coordinates (Å):
C 1.6444 0.4656 0.3856
N 0.6482 -0.4036 -0.2981
C -0.7347 0.1253 -0.1157
C -1.4789 0.2683 -1.4803
S -1.3752 1.7397 -2.4535
C -1.2630 -0.8894 0.9273
N -2.3412 -0.2819 1.8261
C 2.9744 -0.0196 -0.3169
H 1.5921 1.5664 0.2889
H 1.5793 0.2414 1.4910
H 0.8650 -0.3397 -1.2753
H -0.6871 1.1560 0.3308
H -1.1338 -0.6105 -2.1117
H -2.5394 0.0858 -1.2686
H -0.5480 -1.5197 1.5762
H -1.8772 -1.7210 0.3002
H -3.1119 0.0142 1.1914
H -2.0196 0.5198 2.3175
H 3.2472 -0.9085 0.2859
H 2.7708 -0.2998 -1.3439
H 3.7887 0.8114 -0.2568

natural (NBO) population analysis, charges in e, atoms 1 to 8: -0.211 -0.638 -0.106 -0.557 -0.671 -0.213 -0.873 -0.614

Entry from the OMol25 dataset: a molecular structure, C27H29N7O3RhSSe (the ωB97M-V functional and the def2-TZVPD basis).

Output
- Charge: +1
- Spin multiplicity: 5
- HOMO energy (alpha / beta): -0.371 / -0.429 Eh
- Frontier orbital gap (alpha / beta): 6.5 / 6.3 eV

Cartesian coordinates (Å):
Rh 0.4787 -0.1363 -0.4307
N -7.9990 5.2402 1.5781
C -7.0423 4.6696 1.3121
C -5.8553 3.9670 0.9958
C -4.6239 4.6157 1.0921
C -3.4635 3.9274 0.8071
C -3.5042 2.5860 0.4204
C -4.7433 1.9526 0.3046
C -5.9096 2.6314 0.5942
C -2.2664 1.8487 0.1317
C -1.2748 1.7716 1.1244
C -1.3401 2.4111 2.4274
C -0.2246 2.1070 3.0991
C 0.6187 1.2243 2.2446
N -0.1442 1.0709 1.0240
C -2.1063 1.2512 -1.1342
C -3.0188 1.3465 -2.2089
C -2.4537 0.6753 -3.2868
C -1.2260 0.2055 -2.8575
N -1.0007 0.5493 -1.5613
H -4.5861 5.6522 1.3927
H -2.5146 4.4394 0.8533
H -4.7837 0.9147 0.0095
H -6.8651 2.1357 0.5172
H -2.1604 3.0146 2.7674
H 0.0498 2.4181 4.0892
H 0.7608 0.2389 2.7083
H -3.9505 1.8722 -2.1965
H -2.8760 0.5564 -4.2632
H -0.5011 -0.3038 -3.4625
C 3.7400 -2.4480 -3.4513
C 2.7644 -3.2351 -2.5778
C 3.4988 -4.3014 -1.7702
C 1.6745 -3.8798 -3.4369
N 2.1709 -2.3456 -1.5589
N 1.2259 -1.3988 -2.0255
H 4.2670 -3.1386 -4.1037
H 4.4731 -1.9299 -2.8347
H 3.2303 -1.7220 -4.0832
H 3.9430 -5.0421 -2.4263
H 2.8028 -4.8026 -1.1020
H 4.2901 -3.8484 -1.1743
H 2.1047 -4.6707 -4.0422
H 1.2212 -3.1626 -4.1187
H 0.9071 -4.3202 -2.8046
H 1.6961 -2.9518 -0.8706
H 0.3893 -1.8812 -2.3867
H 1.6777 -0.8671 -2.7812
C -1.4086 -3.4067 1.8261
S -0.2003 -2.7534 0.6679
O -0.9542 -2.0260 -0.3827
O 0.5651 -3.8491 0.1109
O 0.6639 -1.7698 1.3604
H -1.6383 -4.4245 1.5372
H -2.2835 -2.7769 1.7475
H -0.9963 -3.3791 2.8253
Se 3.8040 -1.3153 0.0870
N 2.5185 -0.0113 0.3275
C 2.8620 0.7044 1.3641
C 2.0355 1.8144 1.9102
C 2.6594 2.4821 3.0889
C 3.8173 2.0647 3.6622
C 4.5477 0.9810 3.1552
C 4.0876 0.3173 2.0128
N 4.7040 -0.7039 1.4301
H 1.8573 2.5697 1.1269
H 2.1457 3.3520 3.4626
H 4.2010 2.5851 4.5275
H 5.4618 0.6377 3.6093

natural (NBO) population analysis, charges in e, atoms 1 to 8: 1.309 -0.259 0.255 -0.164 -0.139 -0.214 -0.072 -0.142

Entry from the OMol25 dataset: a gas-phase ion, C8H7BrNO2 (charge -1) (the ωB97M-V functional and the def2-TZVPD basis).

Output
- Charge: -1
- HOMO energy (alpha / beta): -0.162 / -0.139 Eh
- Frontier orbital gap (alpha / beta): 7.6 / 5.2 eV

Cartesian coordinates (Å):
C 0.5479 -2.5443 -1.3429
C 0.5616 -2.8197 0.0398
C 0.7272 -1.1570 -1.4826
C 1.0393 -1.7201 0.6610
C -2.3298 1.6592 1.2463
C -0.1855 1.4403 -0.0162
C 1.2073 0.6350 0.0031
C -0.8169 1.6311 1.2411
N 0.9734 -0.7387 -0.2112
O -2.9964 1.7352 2.2648
O -2.7258 1.7241 0.0628
Br -0.0188 2.5328 2.6661
H 0.0506 -3.1712 -2.1686
H 0.4815 -3.8044 0.4932
H 0.6176 -0.5645 -2.3410
H -0.1029 2.4678 -0.4749
H -0.6365 0.9037 -0.8578
H 1.8977 1.0211 -0.7752
H 1.7086 0.7695 0.9922

natural (NBO) population analysis, charges in e, atoms 1 to 8: -0.301 -0.414 -0.088 0.309 0.671 -0.497 -0.207 -0.115

no.,calculated total energy (eV)
1,-19210.78648
2,-124223.57555
3,-84033.42574